Molecular formula: C5H4
Method: DFT, ωB97M-V/def2-TZVPD

Multiplicity ... 1
LUMO level ... 0.462 eV
Calculated total energy ... -192.6978 hartree
Charge ... 0
HOMO-LUMO gap ... 9.44 eV
Energy relative to the best compared isomer or geometry (same formula, charge and spin) ... 2.621 eV

Each line ends with the natural charge from an NBO analysis.
Cartesian coordinates (Å):
C1 -1.529 -0.254 0.414  -0.69
C2 -0.265 -0.265 -0.316  0.11
C3 0.827 0.227 -0.612  -0.12
C4 2.223 0.775 -0.968  -0.04
C5 2.120 0.155 0.165  -0.25
H1 -1.605 -1.092 1.117  0.24
H2 -2.358 -0.343 -0.291  0.25
H3 -1.622 0.684 0.972  0.23
H4 2.171 -0.289 1.142  0.26

---

Molecular formula: C4H10NO7S2
Method: DFT, ωB97M-V/def2-TZVPD

Multiplicity ... 1
LUMO level ... 2.466 eV
Calculated total energy ... -1536.2230 hartree
Charge ... -1
HOMO-LUMO gap ... 8.10 eV
Energy relative to the best compared isomer or geometry (same formula, charge and spin) ... 1.376 eV

Each line ends with the natural charge from an NBO analysis.
Cartesian coordinates (Å):
O1 4.506 -2.108 -0.054  -0.99
S1 4.952 -0.733 0.009  2.17
O2 6.228 -0.432 -0.598  -0.98
N1 3.863 0.298 -0.529  -1.26
S2 2.725 0.814 0.446  2.30
O3 2.633 0.073 1.691  -0.99
O4 2.708 2.253 0.553  -0.97
C1 1.310 0.338 -0.556  -0.34
O5 0.119 0.819 0.028  -0.53
C2 -1.016 0.064 -0.245  0.24
O6 -2.040 0.924 -0.683  -0.53
C3 -3.251 0.815 0.027  -0.08
C4 -4.008 -0.476 -0.283  -0.09
O7 -5.043 -0.700 0.672  -0.73
H1 5.050 -0.447 1.323  -0.05
H2 1.478 0.748 -1.555  0.20
H3 1.351 -0.754 -0.582  0.20
H4 -0.807 -0.679 -1.023  0.14
H5 -1.335 -0.450 0.676  0.13
H6 -3.856 1.673 -0.269  0.19
H7 -3.085 0.882 1.111  0.16
H8 -3.312 -1.319 -0.308  0.16
H9 -4.497 -0.405 -1.255  0.17
H10 -4.675 -1.202 1.405  0.47

---

Molecular formula: C2H4F3OSm
Method: DFT, ωB97M-V/def2-TZVPD

Multiplicity ... 7
LUMO level (spin up / spin down) ... -6.668 / -6.606 eV
⟨S²⟩ ... 12.049
Calculated total energy ... -1110.8968 hartree
Charge ... +1
HOMO-LUMO gap (spin up / spin down) ... 4.93 / 5.59 eV
Energy relative to the best compared isomer or geometry (same formula, charge and spin) ... 4.995 eV

Each line ends with the Löwdin spin population.
Cartesian coordinates (Å):
C1 -0.371 -0.401 -0.842  0.00
F1 0.672 -0.124 -1.646  0.00
F2 -1.731 -1.005 -2.218  -0.12
Sm1 -1.716 2.383 0.937  6.09
O1 -0.245 0.184 0.390  0.00
H1 -1.171 0.839 -1.195  0.03
C2 0.982 -0.009 1.138  0.00
H2 1.878 0.085 0.507  0.00
H3 0.982 0.764 1.913  0.00
H4 0.909 -0.999 1.600  0.00
F3 -0.188 -1.717 -0.584  0.01